Entry 1:
This record from the OMol25 dataset describes an isolated molecule of C4HBrN2. The level of theory is ωB97M-V with the def2-TZVPD basis set.

Values from the calculation:
- ΔE to the lowest compared entry with this formula, charge and spin (kJ/mol) = 778.3
- LUMO energy (spin up / spin down) (hartree) = -0.107 / -0.106
- Kohn-Sham gap (spin up / spin down) (eV) = 5.6 / 5.7
- E_HOMO (spin up / spin down) (eV) = -8.55 / -8.56
- M (g/mol) = 156.97

The geometry in ORCA input format:
```
! RIJCOSX wB97M-V def2-TZVPD def2/J DEFGRID3
* xyz 0 1
C 1.628 -0.309 0.026
C -2.515 0.445 0.016
C 2.200 0.639 -0.451
C -1.216 0.003 0.096
N 1.080 -1.452 0.354
N -3.555 1.035 -0.112
Br -0.643 -1.649 0.443
H 3.021 1.288 -0.372
*
```

=====

Entry 2:
This record from the OMol25 dataset describes a structure of composition C4HCaLiO5. The level of theory is ωB97M-V with the def2-TZVPD basis set.

Values from the calculation:
- LUMO energy (spin up / spin down) (hartree) = -0.226 / -0.226
- Kohn-Sham gap (spin up / spin down) (eV) = 3.8 / 3.8
- E_HOMO (spin up / spin down) (eV) = -10.00 / -10.00
- M (g/mol) = 176.07
- expectation value of S² = 0.759

The geometry in ORCA input format:
```
! RIJCOSX wB97M-V def2-TZVPD def2/J DEFGRID3
* xyz 1 2
O 2.355 -0.919 0.162
O 0.450 0.166 -0.440
O 2.286 1.273 0.073
C -1.500 -1.257 -0.247
C -0.252 -0.985 -0.619
C 1.751 0.147 -0.081
H -1.944 -2.187 -0.610
Ca 4.148 0.276 0.704
O -2.055 1.491 0.134
C -2.443 0.786 1.058
O -2.214 -0.655 0.741
Li -0.583 1.864 -0.875
*
```

=====

Entry 3:
This record from the OMol25 dataset describes the ion C4HCl2O2S2 with charge -1. The level of theory is ωB97M-V with the def2-TZVPD basis set.

Values from the calculation:
- ΔE to the lowest compared entry with this formula, charge and spin (kJ/mol) = 200.9
- LUMO energy (spin up / spin down) (hartree) = 0.107 / 0.109
- Kohn-Sham gap (spin up / spin down) (eV) = 6.5 / 6.6
- E_HOMO (spin up / spin down) (eV) = -3.58 / -3.62
- M (g/mol) = 216.09

The geometry in ORCA input format:
```
! RIJCOSX wB97M-V def2-TZVPD def2/J DEFGRID3
* xyz -1 1
C 2.002 -0.438 -0.064
C 1.392 0.815 0.308
C 0.082 0.987 0.077
C -0.638 -0.738 -0.780
O -3.125 0.324 -0.105
O -2.906 -2.118 0.100
S 0.842 -1.618 -0.646
S -2.280 -0.807 0.350
Cl 2.551 2.101 0.675
Cl -0.989 2.237 0.306
H 3.068 -0.744 -0.221
*
```

=====

Entry 4:
This record from the OMol25 dataset describes a cluster of 2 separate species, C4HCl3O in total. The level of theory is ωB97M-V with the def2-TZVPD basis set.

Values from the calculation:
- ΔE to the lowest compared entry with this formula, charge and spin (kJ/mol) = 226.6
- LUMO energy (spin up / spin down) (hartree) = -0.066 / -0.066
- Kohn-Sham gap (spin up / spin down) (eV) = 7.5 / 7.5
- E_HOMO (spin up / spin down) (eV) = -9.31 / -9.30
- M (g/mol) = 171.41

The geometry in ORCA input format:
```
! RIJCOSX wB97M-V def2-TZVPD def2/J DEFGRID3
* xyz 0 1
C -0.210 1.294 0.194
C -0.512 2.174 1.166
C -0.447 -0.770 -0.606
C 0.637 -1.518 -0.357
O -0.943 2.957 1.925
Cl -1.733 -0.974 -1.616
Cl 0.820 -3.092 -1.128
Cl 1.728 -1.144 0.827
H 0.660 1.072 -0.405
*
```

=====

Entry 5:
This record from the OMol25 dataset describes a cluster of 2 separate species, C4HIN2 in total. The level of theory is ωB97M-V with the def2-TZVPD basis set.

Values from the calculation:
- SMILES = C#CC#N.N#CI
- ΔE to the lowest compared entry with this formula, charge and spin (kJ/mol) = 157.6
- LUMO energy (hartree) = -0.025
- Kohn-Sham gap (eV) = 10.1
- E_HOMO (eV) = -10.74
- M (g/mol) = 203.97

The geometry in ORCA input format:
```
! RIJCOSX wB97M-V def2-TZVPD def2/J DEFGRID3
* xyz 0 1
C 1.818 1.973 0.596
C 3.715 -1.082 1.056
C -0.010 0.313 -0.119
C 0.882 1.085 0.191
N 2.656 2.644 0.998
N 3.159 -1.441 1.981
I 4.713 -0.221 -0.568
H -0.562 -0.572 -0.218
*
```

=====

Entry 6:
This record from the OMol25 dataset describes the ion C4HINO3 with charge -1. The level of theory is ωB97M-V with the def2-TZVPD basis set.

Values from the calculation:
- SMILES = O=c1c([O-])c(NI)c1=O
- ΔE to the lowest compared entry with this formula, charge and spin (kJ/mol) = 0.0
- LUMO energy (hartree) = 0.086
- Kohn-Sham gap (eV) = 6.6
- E_HOMO (eV) = -4.32
- M (g/mol) = 237.96

The geometry in ORCA input format:
```
! RIJCOSX wB97M-V def2-TZVPD def2/J DEFGRID3
* xyz -1 1
C -0.943 0.055 -0.414
C -2.364 0.237 -0.213
C -0.835 1.240 -1.236
C -2.295 1.455 -1.094
N 0.023 -0.786 0.490
O -3.314 -0.281 0.318
O -0.001 1.864 -1.876
O -3.095 2.297 -1.475
I -0.129 -2.863 0.642
H 0.888 -0.803 -0.025
*
```

=====

Number 1: E_tot -77176.582 eV. Number 2: E_tot -33036.265 eV. Number 3: E_tot -54971.305 eV. Number 4: E_tot -43773.380 eV. Number 5: E_tot -15241.187 eV. Number 6: E_tot -19896.961 eV.